{"formula": "C3H4N2O2S", "method": "ωB97M-V/def2-TZVPD", "species": ["C", "C", "N", "O", "C", "S", "N", "O", "H", "H", "H", "H"], "xyz": [[-0.298578, 1.897542, -0.836144], [-0.016036, 0.525038, -0.464038], [0.566616, -0.323956, -1.230363], [1.125834, -1.403743, -0.487190], [0.532606, -1.906554, 0.592761], [1.039079, -3.360706, 1.162165], [-0.534299, -1.134174, 1.069119], [-0.468359, 0.243510, 0.806459], [0.264403, 2.180213, -1.673254], [-1.334494, 2.012060, -1.021213], [-0.091435, 2.521505, 0.021598], [-0.785337, -1.250735, 2.060098]], "forces_ev_per_a": [[-0.4, 0.1, 0.8], [-0.2, -1.8, 0.5], [-0.1, 1.3, 1.0], [0.0, -0.6, -0.2], [-0.4, 0.0, 0.3], [-0.5, 0.8, 0.2], [0.4, -1.3, 0.1], [0.9, 0.7, -0.6], [0.8, 0.4, -1.1], [-1.2, 0.2, -0.4], [0.3, 0.3, 0.2], [0.3, 0.0, -0.8]], "lowdin_charge": [0.02, -0.38, 0.17, -0.08, -0.90, 0.70, 0.05, 0.01, 0.08, 0.09, 0.10, 0.16], "lumo_energy_ev": 0.2506, "relative_energy_kcal_mol": 100.1, "spin_multiplicity": 1, "e_homo_ev": -9.046, "total_energy_ha": -774.767214}